Below is C9H9NO in the gas phase in a non-equilibrium geometry, with properties calculated with ωB97M-V with the def2-TZVPD basis set.

Last column: Löwdin charge in e.
CARTESIAN COORDINATES (ANGSTROEM)
O: 3.54420 -0.77876 -0.47308  0.048
C: 2.44810 -0.38906 -0.12831  -0.478
C: 1.32591 -1.32622 0.34190  -0.018
C: -0.01943 -0.75645 -0.00913  -0.176
C: -1.16050 -1.52366 -0.10367  -0.051
C: -2.45409 -1.02868 -0.20363  -0.078
C: -2.65908 0.35872 -0.25663  -0.079
C: -1.51505 1.12459 -0.11685  -0.064
C: -0.22896 0.62568 0.00651  -0.184
C: 0.91419 1.55471 0.17038  -0.157
N: 2.18180 0.94990 -0.15345  0.064
H: 1.36506 -1.36938 1.47957  0.162
H: 1.42229 -2.30638 -0.03771  0.108
H: -1.07204 -2.59966 -0.12869  0.111
H: -3.28925 -1.71584 -0.14366  0.100
H: -3.62079 0.90471 -0.33578  0.114
H: -1.75753 2.20316 -0.18760  0.121
H: 0.94697 2.00370 1.22787  0.147
H: 0.69711 2.44504 -0.47378  0.133
H: 2.93110 1.62387 -0.47427  0.180

Forces on the atoms, in the same order (eV/Å):
0.1 -0.6 0.1
0.5 0.1 -0.3
-0.3 1.9 1.3
-0.7 1.1 0.6
-0.6 -1.1 -0.3
-0.4 0.7 0.1
0.4 -0.6 0.4
-1.0 1.5 -0.7
-0.1 -0.5 0.1
-0.1 1.8 1.0
0.5 1.3 -0.5
0.2 0.0 -1.3
0.5 -1.0 -0.4
0.2 -0.2 0.2
0.0 0.0 -0.3
0.6 -0.9 0.0
0.9 -0.4 0.3
-0.2 -0.7 -1.1
0.5 -0.7 0.3
-1.1 -1.7 0.6

Computed properties:
LUMO energy in eV: 0.751
DFT total energy in hartree: -478.3595
Energy relative to the best compared isomer or geometry (same formula, charge and spin) in eV: 0.362
Structure (SMILES): O=C1Cc2ccccc2CN1